Here is a cluster of 12 separate species, C93H218B4F16N4O4P4 in total at a distorted geometry from the Open Molecules 2025 dataset. Energies are from ωB97M-V with the def2-TZVPD basis set.

XYZ file:
```
343
Properties=species:S:1:pos:R:3:forces:R:3:mulliken_charge:R:1
C 2.7067 13.6848 -1.6431 -0.3374 -0.4539 0.8917 -1.22
C 1.7196 12.8180 -2.3814 0.1017 -0.8986 -0.5637 -0.71
C 1.0523 11.7739 -1.4497 0.3593 0.8466 0.6653 -0.12
C 2.0373 10.6666 -1.1903 1.0037 -1.0329 -2.0459 -1.31
P 1.7021 9.3759 -0.0173 0.2613 0.6480 1.1818 1.50
C 1.7978 10.2292 1.6607 -1.1060 -1.2762 0.2740 -1.18
C 1.0399 11.5819 1.9054 2.1520 -0.5062 -0.3386 -1.13
C -0.4258 11.6320 1.7586 -1.6681 -2.5489 0.7093 -0.41
C -1.0808 10.4207 2.6698 -0.0154 1.6077 -1.8325 -1.05
C 0.0415 8.8350 -0.2377 -1.0726 0.3074 -0.2795 -0.01
C -0.3658 8.3853 -1.6656 -0.3621 0.0050 1.5313 -0.40
C -1.7904 7.7739 -1.5844 0.5211 -0.1582 -0.4002 -0.21
C -3.0020 8.6822 -1.3540 1.2846 2.0364 -0.0853 -1.35
C 2.9633 8.0596 -0.4420 -1.2021 0.4715 -0.2423 -1.21
C 3.1355 6.8900 0.5614 -0.8765 0.0826 -0.4258 0.45
C 4.4753 6.2129 0.3097 0.3394 -0.2889 -0.7836 -0.09
C 5.0889 5.2627 1.4020 -0.0063 1.3438 -0.9984 -1.49
H 2.1401 14.4771 -1.2221 -0.3040 0.9979 0.5793 0.35
H 3.4842 14.1161 -2.2280 0.5489 0.1903 -0.6264 0.37
H 3.1502 13.1641 -0.7949 0.2660 -0.0840 -0.0255 0.28
H 2.2574 12.2919 -3.2014 -0.5495 0.1026 0.3173 0.34
H 0.9757 13.4659 -2.8334 -0.1974 -0.1106 -0.1840 0.40
H 0.1656 11.3273 -1.8508 -0.6627 0.0490 -0.4839 0.31
H 0.7682 12.2287 -0.4802 0.1154 0.0509 -0.7963 -0.06
H 3.0055 11.0654 -0.9216 0.4173 0.2188 0.2139 0.58
H 2.2414 10.1422 -2.1888 -0.2578 0.5070 1.1484 0.41
H 2.8401 10.3055 1.9031 0.6945 0.3917 -0.0165 0.71
H 1.4052 9.5431 2.4348 0.2338 -0.1927 -0.6346 0.54
H 1.5730 12.3060 1.3193 -0.0276 0.7304 -0.4742 0.41
H 1.3016 11.8643 2.9105 0.1614 -0.1107 0.6566 0.55
H -0.7055 11.5707 0.7096 -0.3186 -0.2450 -0.0333 0.19
H -0.7988 12.5778 2.0901 -0.2427 0.5617 0.3944 0.57
H -0.9015 10.6838 3.7070 -0.4255 -0.0966 0.1498 0.38
H -0.6124 9.4804 2.4650 0.6791 -0.4699 -0.0408 0.16
H -2.1285 10.1728 2.4059 0.3216 0.8397 0.5215 0.33
H -0.5946 9.6723 0.1057 0.3230 -0.1945 -0.3435 0.15
H -0.1536 8.0779 0.4980 0.0393 -0.6176 0.2765 -0.18
H 0.3463 7.6018 -1.9685 -0.3056 0.3109 -0.2990 0.04
H -0.3104 9.2823 -2.2605 0.0400 0.0308 -0.8497 0.64
H -1.6443 7.0168 -0.8400 -0.4926 -0.4776 0.6783 -0.22
H -1.9667 7.2052 -2.4967 -0.0523 0.0725 -0.2722 0.51
H -2.9914 9.4449 -2.1874 -0.2986 -0.6421 0.8202 0.28
H -3.0147 9.2712 -0.3937 0.3268 -0.6560 -0.7957 0.16
H -3.9327 8.1617 -1.3795 -0.5407 -0.5578 -0.1639 0.48
H 3.9014 8.5959 -0.5345 0.2311 0.2817 -0.0803 0.76
H 2.6394 7.7984 -1.5139 0.4893 -0.0502 1.5299 0.12
H 2.2705 6.2202 0.4261 0.5412 0.0235 0.1649 -0.61
H 3.0523 7.2591 1.5794 0.0950 0.1935 0.2134 0.52
H 5.2136 7.0427 0.1272 -0.4009 -0.8977 0.0857 0.49
H 4.3237 5.6836 -0.6862 0.5702 0.3332 1.0755 -0.02
H 5.5495 5.8784 2.1928 0.1765 -0.3710 -0.4617 0.46
H 5.7847 4.6099 0.8778 0.4668 0.1877 0.3330 0.38
H 4.4182 4.6121 1.9071 -1.1194 -0.4502 0.2036 0.24
C -5.1772 -6.1801 5.0751 -1.5328 -0.6834 1.4842 -0.36
C -6.3552 -5.2747 4.6963 -0.4788 -0.9519 1.7385 -0.72
C -6.9364 -5.6122 3.3688 -0.8145 -1.2095 -1.5182 -0.40
C -5.8055 -5.7782 2.2615 -0.6769 0.6647 0.8062 0.00
P -6.3760 -6.5733 0.7736 -0.6854 -0.0706 -0.7148 1.00
C -5.0800 -6.7362 -0.4517 2.7713 -0.0180 1.8346 -1.93
C -3.8282 -5.7430 -0.3000 -1.6660 0.3793 1.3793 1.22
C -2.5892 -6.1427 -1.0175 -0.0661 -2.6607 -1.9225 -0.88
C -1.4443 -5.2363 -0.8196 0.3445 0.7233 1.5172 0.28
C -6.8856 -8.2558 1.2077 0.7539 0.1315 -1.1363 -1.11
C -5.7693 -8.9850 1.9494 -0.5431 0.5448 -0.3473 -0.29
C -6.2046 -10.2991 2.5098 -0.4786 -0.0428 1.0774 -0.72
C -6.9768 -9.9906 3.8353 -0.8821 -1.8265 -1.0590 -1.12
C -7.7732 -5.7863 -0.0959 0.0398 0.6810 2.1127 -1.38
C -7.5518 -4.3938 -0.6680 -0.4264 1.2334 0.4397 0.03
C -7.8250 -3.2723 0.3753 0.7754 -0.2092 0.0830 -0.12
C -7.9101 -1.8648 -0.2764 0.5649 -0.6706 -0.4498 -1.27
H -4.3393 -6.1833 4.4425 1.0687 0.3055 -1.0276 -0.07
H -5.5468 -7.2319 5.1315 0.2939 0.6196 0.0014 -0.06
H -4.8168 -5.9199 6.0726 -0.0568 -0.0593 -0.0061 0.48
H -6.1208 -4.2377 4.7544 0.4691 0.8930 0.0454 0.42
H -7.1516 -5.4549 5.4895 0.8604 0.3672 -0.9578 0.36
H -7.6970 -4.8567 3.0482 0.7219 -0.4961 0.1113 0.20
H -7.5181 -6.5741 3.4970 0.6635 0.7513 -0.3825 0.27
H -4.9685 -6.4216 2.6021 -0.5227 0.4643 -0.0954 0.43
H -5.3984 -4.7783 2.0386 -0.0840 -0.4341 -0.0701 -0.40
H -5.5589 -6.6714 -1.3698 -0.7191 0.1871 -1.9688 0.65
H -4.7155 -7.7778 -0.3278 -0.0311 0.5465 -0.2611 0.79
H -3.5594 -5.7749 0.8064 -0.4036 0.4969 -1.1975 -0.53
H -4.1170 -4.7001 -0.6140 0.1323 -0.8530 0.5554 -0.19
H -2.7947 -6.3044 -2.1232 0.1610 0.1287 1.1476 0.27
H -2.2611 -7.1278 -0.6055 -0.4017 0.3166 -0.4760 0.40
H -1.3679 -5.0589 0.2486 -0.0685 0.1979 0.5383 -0.38
H -1.6105 -4.2575 -1.2178 0.1501 0.5770 -0.7030 -0.54
H -0.4736 -5.6635 -1.0074 0.2421 -0.1150 -0.8597 0.67
H -7.0775 -8.7766 0.2437 0.0626 0.2735 0.4439 0.57
H -7.8132 -8.2225 1.7164 -0.9657 0.0476 0.7490 0.57
H -5.3977 -8.4319 2.7937 0.0910 0.5820 0.3455 0.00
H -4.9655 -9.0220 1.2571 1.0040 -0.5623 -0.5932 0.51
H -5.3158 -10.8635 2.7701 0.1011 -0.2804 -0.0399 0.36
H -6.7980 -10.8959 1.7917 0.1829 0.2647 0.4609 0.35
H -7.2064 -10.9508 4.3111 0.2745 0.2185 0.2643 0.41
H -7.9784 -9.6098 3.6347 0.0437 0.4233 -0.0995 0.30
H -6.4674 -9.3418 4.5291 0.3703 0.1427 0.0787 0.24
H -8.5543 -5.7277 0.6958 0.1252 -0.1274 -0.5785 0.60
H -8.0994 -6.4919 -0.8180 -0.2548 -0.7744 -0.7546 0.56
H -8.3407 -4.1816 -1.4102 0.6537 -0.4906 -0.2677 0.51
H -6.5412 -4.2537 -1.0666 -0.2694 -0.0741 -0.4134 -0.11
H -7.0221 -3.2919 1.1508 -0.4479 0.2136 -0.4358 -0.10
H -8.7328 -3.5970 0.8872 -0.2302 0.5312 0.0563 0.47
H -8.6327 -1.8317 -1.0993 -0.1671 -0.3030 0.1319 0.29
H -6.9402 -1.6178 -0.7647 -0.4671 -0.0277 0.5594 0.10
H -8.2135 -1.0846 0.4142 0.2108 0.0067 0.2259 0.45
C 4.8974 1.2516 3.6431 0.6928 1.2010 -0.9885 -1.18
C 5.6373 1.2447 2.2616 0.0995 0.7114 0.7668 -0.04
C 6.2169 -0.1707 2.0683 -0.4412 0.5456 -0.2656 -0.47
C 5.0905 -1.0914 1.5951 -0.2853 -0.9624 0.3873 1.34
P 5.4475 -2.8724 1.6008 -0.0182 -0.4939 0.4654 0.59
C 6.9344 -3.1171 0.5989 -0.2753 0.2894 -0.5537 -1.20
C 7.3867 -4.6036 0.3950 -0.5188 0.2708 -0.1931 -0.65
C 8.6257 -4.7549 -0.4860 1.2497 1.0141 0.8708 -0.51
C 9.0347 -6.2357 -0.6868 -0.9395 1.4304 0.7145 -1.30
C 5.6329 -3.6226 3.2670 0.3892 0.5577 0.2133 -0.11
C 6.8007 -3.1963 4.2134 0.4427 -1.1806 -1.5480 -0.76
C 6.4104 -3.1284 5.6683 0.5730 0.9630 0.0310 -0.30
C 6.2473 -4.4422 6.3996 -0.2144 0.7981 0.9161 -1.05
C 4.1128 -3.8132 0.8582 -1.1084 -2.1394 -0.6040 -1.40
C 2.6265 -3.7409 1.3289 0.6609 -0.1692 1.0111 2.43
C 1.6969 -4.7928 0.6747 1.1105 -1.0433 0.8723 0.71
C 2.0432 -6.2267 1.1832 -0.9567 0.9004 -1.9068 -1.34
H 4.0727 0.6002 3.7625 -1.1249 -0.7502 -0.5779 -0.02
H 4.5752 2.2302 4.0008 0.1116 0.1040 -0.2465 0.38
H 5.5884 0.8667 4.3425 1.0211 -0.1516 1.0491 0.49
H 6.4714 2.0252 2.2533 -1.0304 -1.0564 0.1981 0.36
H 4.9657 1.5291 1.4204 0.3391 -0.3480 0.4339 -0.03
H 6.7328 -0.5092 2.9715 -0.3855 0.0912 0.0784 -0.10
H 6.9839 -0.1413 1.3178 0.3866 -0.0326 -0.6041 0.45
H 4.8163 -0.8739 0.5720 0.1416 0.0904 -0.5565 -0.04
H 4.1346 -0.9928 2.1216 0.2820 0.1291 0.3965 -0.71
H 7.6754 -2.4614 1.1033 0.0394 -0.6484 -0.2630 0.70
H 6.6778 -2.5583 -0.3494 0.3138 -0.7900 0.6003 0.54
H 6.5826 -5.2501 -0.0020 -0.0161 0.5910 -0.0461 0.29
H 7.5931 -5.0402 1.3709 0.1787 0.0436 0.2282 0.32
H 9.4092 -4.1703 0.0565 -0.1131 -0.6630 -0.2687 0.31
H 8.5469 -4.1555 -1.4022 -0.3680 -0.5774 -0.1619 0.39
H 9.9132 -6.3700 -1.2803 0.6046 0.0040 -0.1852 0.41
H 8.2067 -6.6786 -1.1937 -0.5278 -0.7281 -0.4892 0.34
H 9.1181 -6.7156 0.2901 0.2527 -0.0564 -0.1226 0.31
H 5.5775 -4.6926 3.1364 0.3126 -0.4945 -0.3324 0.88
H 4.6989 -3.4279 3.7704 -0.6065 0.4945 0.1982 -0.59
H 7.2317 -2.2728 3.8556 -0.1845 0.5993 0.2177 0.32
H 7.6643 -3.8767 4.0691 -0.4938 -0.0655 0.1172 0.41
H 5.4990 -2.4960 5.6964 0.5113 -0.1893 0.5191 0.18
H 7.2808 -2.6401 6.1360 -0.6560 0.3808 0.1689 0.35
H 5.8795 -4.2342 7.4368 0.6101 -0.2721 -0.6967 0.35
H 7.1943 -4.9848 6.4124 -0.1983 -0.0961 0.1504 0.41
H 5.4824 -5.0183 5.9449 -0.6662 -0.9207 -0.5744 0.05
H 4.3379 -4.9099 0.9180 0.5852 0.8450 0.4746 0.67
H 4.1662 -3.7104 -0.2207 -0.0352 0.7397 -0.3474 0.36
H 2.2587 -2.7799 1.1268 -0.5553 1.4467 -0.5475 -0.58
H 2.5975 -3.7478 2.4528 -0.0698 -0.6067 -0.9613 -1.01
H 1.7324 -4.7645 -0.4073 0.3274 0.2247 -0.3527 -0.09
H 0.6580 -4.6551 0.9285 -0.2540 0.6389 0.2873 -0.66
H 1.4930 -6.9983 0.6441 -0.1535 0.0394 -0.1275 0.44
H 1.7222 -6.2724 2.1809 0.0435 -0.2765 1.6400 0.04
H 3.0693 -6.4570 1.0321 0.9485 -0.2565 0.2824 0.35
C -3.5801 -2.5967 1.9238 -1.2326 0.5012 0.7301 -1.28
C -2.1982 -2.1435 1.4985 0.1005 -1.2334 -0.3257 3.02
C -2.0553 -0.6429 1.6592 -0.0578 0.8158 -1.4264 -0.64
C -0.7124 -0.1550 1.1262 1.4580 -1.1250 0.9578 0.73
P -0.1882 1.5600 1.4642 -0.3831 -0.1418 -0.8124 1.34
C -1.3617 2.6099 0.5033 -0.0806 -1.3861 0.8008 -0.65
C -1.6267 1.9871 -0.8578 -1.7615 -0.5122 -1.3875 1.16
C -2.6514 2.8249 -1.6727 -0.8183 0.8957 0.8192 -0.39
C -4.1003 2.4871 -1.2322 -0.1009 -0.6918 0.1909 -0.78
C -0.2766 1.9360 3.2302 -0.7286 0.3913 -1.1996 -0.14
C -1.6785 2.4653 3.5695 1.0179 0.2264 2.1363 -0.35
C -1.7470 2.3809 5.1349 -0.5461 2.8035 -1.0009 -0.81
C -1.7606 1.0592 5.7459 1.3361 -1.7680 1.5595 -0.82
C 1.5423 1.5822 0.9477 0.4503 0.0322 -0.0652 -1.21
C 1.9408 1.4387 -0.5243 0.0689 -0.2290 -0.7924 0.74
C 1.7987 2.7820 -1.2809 -0.2265 0.2047 2.2288 1.07
C 2.0010 2.7475 -2.7336 1.4048 -2.0064 -0.7587 -1.87
H -4.3577 -2.1330 1.2893 0.2466 -0.2132 0.1020 0.30
H -3.7587 -2.1826 2.9480 -0.0191 -0.4240 -0.5761 0.42
H -3.8035 -3.6846 1.9750 0.6847 0.6252 -0.1823 -0.26
H -1.9582 -2.5177 0.4814 -0.2854 0.6280 0.2060 -0.80
H -1.4841 -2.6835 2.1203 0.3091 0.3111 0.2314 -1.06
H -2.1686 -0.3531 2.6931 -0.2032 0.0064 0.4004 0.37
H -2.8026 -0.1026 1.0294 -0.0430 -0.5180 0.6803 -0.05
H -0.6577 -0.3512 0.0515 0.1089 0.2128 0.0841 -0.68
H 0.0902 -0.8077 1.5967 -0.6176 0.7620 -0.4496 -0.34
H -1.0292 3.6259 0.4498 0.3571 0.4589 -0.1480 -0.10
H -2.2617 2.6374 1.1529 0.3151 -0.0269 -0.6157 0.76
H -2.1141 0.9814 -0.8670 0.4721 0.5316 0.6637 -0.86
H -0.7431 1.8316 -1.4504 0.7333 0.2182 -0.0941 -0.17
H -2.6862 2.6429 -2.7642 0.7130 -0.0206 0.5272 0.45
H -2.4574 3.9122 -1.4849 -0.0653 -0.7225 -0.3858 0.01
H -4.8250 3.0571 -1.7927 -0.1835 0.6048 -0.1198 0.54
H -4.3706 2.5809 -0.1532 0.5629 0.0889 -0.6772 0.20
H -4.3104 1.4500 -1.5375 0.1808 0.2347 0.3616 -0.19
H 0.4633 2.7013 3.4280 0.2461 0.1202 0.1069 1.09
H -0.0926 1.0577 3.8145 0.5093 -0.6952 0.0832 -0.34
H -2.4438 1.8868 3.0690 -0.4306 0.0504 0.0613 0.66
H -1.6961 3.5340 3.3516 -0.4418 -0.2780 -0.5112 -0.15
H -2.6137 2.9635 5.5109 0.1673 -0.3391 -0.4468 0.44
H -0.9076 2.9989 5.4748 0.1298 -0.2193 0.0966 0.36
H -0.7974 0.4748 5.6015 -1.1525 0.5980 0.1580 0.03
H -2.5713 0.5012 5.3081 -0.4303 -0.5946 0.1067 0.20
H -1.9065 1.1635 6.8585 0.0206 -0.3234 -1.0836 0.44
H 1.9932 2.5254 1.2702 -0.1776 -0.0713 0.4686 0.77
H 1.9357 0.7504 1.5575 0.1714 0.2819 -0.1212 -0.30
H 1.4445 0.5837 -1.0249 -0.2075 0.5348 0.1261 -1.09
H 2.9899 1.1342 -0.5940 0.0019 0.0633 0.2934 0.75
H 2.5517 3.4793 -0.8757 -0.2860 -0.1572 0.3070 0.01
H 0.8152 3.2032 -1.0117 0.3380 0.1480 -0.2381 -0.54
H 2.9614 2.2145 -2.9767 -0.4183 0.8066 0.2239 0.26
H 1.9804 3.7326 -3.1440 -0.1653 0.5473 -0.6294 0.70
H 1.3038 2.0542 -3.1644 -0.8661 0.0658 -0.6839 0.10
C -9.8097 0.3651 -5.2768 -0.1842 -0.9917 0.1784 -0.88
N -8.5278 -0.1617 -4.7572 1.7269 0.0284 0.6822 0.01
C -8.1930 0.6501 -3.5131 1.3751 -2.6110 0.7872 -0.73
C -8.7233 -1.6557 -4.4000 1.9388 1.5193 -0.0998 -0.99
C -7.3755 0.1535 -5.7646 -0.8736 -1.7817 -1.0141 -0.33
C -7.3408 -0.7973 -7.0235 1.5329 1.2269 0.3612 -0.65
O -8.5476 -0.8239 -7.7277 -0.1220 -0.1582 -0.0759 -0.47
H -10.4647 0.3721 -4.4093 -0.3220 0.3055 -0.1861 0.43
H -10.1912 -0.3561 -6.0147 0.1228 0.7827 -0.0136 0.37
H -9.5823 1.3556 -5.6408 -0.5385 0.1694 -0.3189 0.35
H -8.9451 0.4114 -2.7748 -0.4139 0.3611 0.0923 0.40
H -8.1110 1.6805 -3.7409 -0.1309 0.9390 -0.2949 0.44
H -7.2253 0.2650 -3.0603 -0.9489 0.4617 -0.8405 0.11
H -8.9738 -2.1058 -5.3139 -0.2616 -0.8786 -1.1716 0.56
H -9.5342 -1.7414 -3.7319 -0.9832 0.1820 0.8053 0.49
H -7.8242 -2.1086 -3.9463 -0.1953 0.5552 -0.3293 0.15
H -6.4204 0.0147 -5.2978 0.3589 -0.0713 0.7646 0.22
H -7.4902 1.1947 -6.0392 -0.2119 0.1193 -0.0407 0.45
H -6.9539 -1.7859 -6.7021 -0.6715 0.2302 -0.1865 0.27
H -6.5256 -0.3957 -7.7010 -0.6664 -0.2757 0.9499 0.48
H -8.3701 -0.5048 -8.6201 -0.3130 -0.1645 0.0721 0.33
C -1.2974 -5.1367 4.5090 -0.6066 -0.9206 1.2592 -0.94
C 0.1666 -5.2936 5.0010 -1.5722 1.2895 -1.1844 -0.51
N 0.4508 -5.1564 6.4316 0.8172 -0.0709 1.1312 0.94
C -0.3039 -6.1954 7.2021 0.4113 -0.1624 0.8576 -1.03
C 1.9442 -5.2036 6.6833 0.6215 0.0183 -0.3740 0.06
C 2.7595 -6.3294 6.0440 -1.2938 -0.1259 0.6207 -1.62
C 0.0950 -3.7865 6.9292 -0.7417 0.2229 0.3073 0.29
C 0.5976 -3.3389 8.2948 -0.1147 0.8487 0.9986 -1.46
O 0.4047 -4.2610 9.3503 -1.5029 -0.8229 -2.1213 -0.33
C 0.8337 -3.8460 10.5885 1.1536 1.1522 0.9002 -0.75
H -1.5551 -4.0763 4.5643 -0.2125 -0.1653 -0.0992 0.12
H -2.0500 -5.7473 5.1151 0.9790 0.8135 -0.8144 0.18
H -1.3832 -5.4701 3.4569 0.2760 0.2164 0.5426 0.25
H 0.6555 -4.5152 4.4589 0.8573 0.6201 -0.0391 0.00
H 0.5968 -6.1848 4.6888 0.5600 -1.8891 -0.4433 0.71
H -0.1615 -7.2170 6.8197 -0.2645 0.6083 -0.4661 0.29
H -1.3262 -5.8267 7.2268 -0.1215 -0.6183 -0.0367 0.46
H 0.0683 -6.2371 8.2321 -0.0957 0.4051 -0.2853 0.40
H 2.0598 -5.1694 7.7641 -0.0900 -0.3586 -0.0198 0.49
H 2.2972 -4.2358 6.3045 0.0522 -0.4304 0.0245 0.06
H 3.6775 -6.3798 6.5869 0.6554 -0.1859 0.2942 0.43
H 2.9687 -6.1447 5.0266 0.3671 0.5337 -1.2151 0.34
H 2.2964 -7.3164 6.0360 -0.1326 -0.0280 0.5032 0.35
H -0.9819 -3.7516 6.9364 -0.4801 0.0363 -0.0033 0.73
H 0.4454 -3.0555 6.2036 0.0499 -0.0472 -0.0327 -0.39
H 0.0204 -2.3938 8.4955 0.4123 -0.6556 -0.1271 0.62
H 1.6471 -3.0488 8.3146 0.2301 0.0995 -0.4391 0.53
H 1.9193 -3.9909 10.6373 0.1104 0.3083 0.2274 0.31
H 0.4063 -4.4826 11.3490 -0.3444 -0.0253 0.1193 0.27
H 0.6008 -2.7705 10.7767 0.0363 -0.7165 0.0248 0.30
C 5.6403 3.1774 -5.8393 0.2374 -0.3997 -1.4411 -1.43
C 5.9842 4.3970 -6.7448 0.0874 0.2097 1.0721 -0.32
N 5.0232 5.6216 -6.4787 -0.0920 -0.6186 0.8679 0.24
C 4.7397 5.6575 -4.9873 1.0121 0.7189 0.5672 -1.58
C 5.6867 6.9138 -6.7878 0.9114 1.1626 -1.3819 -0.39
C 6.0330 6.9960 -8.3226 1.6840 1.2457 1.0868 -1.19
C 3.7325 5.4588 -7.2864 -0.4847 -0.7306 0.4762 -0.63
C 2.6649 6.5254 -7.1030 1.0856 1.4005 0.1897 -0.92
O 2.2434 6.4989 -5.7546 0.5319 -0.8011 -0.4836 -0.10
C 0.9495 7.0148 -5.5963 -0.2396 -0.7888 1.5310 -0.59
H 6.0489 3.2237 -4.8447 0.2162 0.3435 0.2997 0.39
H 6.1250 2.3066 -6.3282 -0.3158 0.4154 0.2845 0.40
H 4.5748 2.9381 -5.7417 0.1892 0.1755 -0.2872 0.31
H 5.8938 4.2018 -7.8024 -0.1673 -0.3121 -0.1580 0.51
H 7.0701 4.6747 -6.5692 -1.4589 0.2075 -0.0276 0.35
H 4.1087 4.8451 -4.6493 0.2909 -0.3493 -0.1929 0.47
H 4.1500 6.5479 -4.7951 0.3054 0.1081 0.0132 0.70
H 5.7403 5.7183 -4.4366 -1.4483 -0.2873 -0.8290 0.32
H 6.6084 6.9566 -6.1693 -0.5702 -0.0708 -0.4370 0.52
H 5.0446 7.7920 -6.4755 0.5594 -1.2355 -0.3148 0.40
H 6.8277 7.8039 -8.4857 -1.2648 -0.8758 0.3873 0.40
H 5.1754 7.2680 -8.9236 -0.1156 -0.1885 -0.1621 0.33
H 6.5539 6.0985 -8.6778 -0.4968 0.0717 0.0254 0.31
H 3.2596 4.5547 -6.9236 0.1696 -0.4129 0.2283 0.41
H 3.9345 5.2647 -8.3349 0.4711 0.3630 -0.0430 0.53
H 1.8135 6.3588 -7.7972 0.6034 -0.1156 0.2432 0.55
H 3.1041 7.5431 -7.3130 -0.5945 -0.7399 -0.1608 0.30
H 0.5438 6.5482 -4.6341 0.3487 0.9453 -1.3257 0.03
H 0.3855 6.6747 -6.4510 -0.8071 0.2014 -0.0859 0.42
H 1.0401 8.0929 -5.5460 -0.6100 0.3408 0.0876 0.27
C -1.8594 -3.5606 -5.4141 0.9248 0.0035 -0.6519 -1.45
C -0.4605 -3.9601 -4.9545 0.2648 -0.1515 -0.1713 -0.46
N 0.5653 -2.8259 -4.8831 -0.6307 0.0183 -0.8803 1.11
C 0.9808 -2.3145 -6.2414 -0.9093 -1.1701 -0.9007 -1.10
C -0.0167 -1.6130 -4.1160 0.7795 0.0360 -0.1727 -1.65
C 0.0266 -1.7494 -2.5885 -1.1928 1.1721 -0.8710 1.78
C 1.7783 -3.3107 -4.1733 0.4683 -0.8106 0.3137 0.30
C 2.4027 -4.6435 -4.5682 -0.1415 0.3469 -1.6239 -1.11
O 3.2006 -4.3564 -5.7097 0.7957 -1.1481 0.0787 -0.35
C 4.0699 -5.4666 -6.1388 -1.4437 1.8386 -1.1806 -0.81
H -2.3748 -4.4875 -5.6107 -0.5091 -0.2070 0.2857 0.47
H -1.8484 -3.0534 -6.3699 0.3474 0.0708 -0.4713 0.39
H -2.3924 -2.8833 -4.7774 -0.3534 -0.1768 0.8093 0.15
H -0.0259 -4.7412 -5.5966 -0.2073 0.5911 -0.1789 0.48
H -0.4703 -4.4649 -3.9810 -0.1287 0.5485 0.1362 0.55
H 1.8205 -1.6884 -6.1293 1.0549 0.6487 0.4390 0.41
H 0.2076 -1.7140 -6.7130 -0.3762 -0.1733 0.2287 0.37
H 1.2743 -3.1278 -6.9359 -0.2914 0.2379 0.7409 0.30
H -1.0050 -1.4044 -4.5225 0.0124 -0.2579 0.1246 0.77
H 0.6393 -0.8150 -4.4629 -0.0260 0.2064 0.3592 0.37
H -0.7325 -1.0418 -2.1786 0.5591 -0.3457 -0.3019 -0.43
H 1.0115 -1.4949 -2.2255 0.1516 -0.2137 0.3570 -0.92
H -0.3303 -2.7210 -2.3036 0.0272 -0.5490 0.3991 -0.10
H 1.4256 -3.3588 -3.1756 0.2840 -0.2486 1.1015 -0.22
H 2.5747 -2.5793 -4.2549 -0.1257 0.3167 0.1246 0.11
H 1.7199 -5.4458 -4.8283 -0.5887 -0.0865 0.0283 0.43
H 2.9798 -5.0627 -3.7641 0.5679 0.2841 0.6842 0.64
H 4.8246 -4.9731 -6.7423 0.3845 -0.1471 0.2932 0.28
H 3.5372 -6.1192 -6.8255 -0.3334 -0.2044 0.0741 0.31
H 4.4458 -6.0359 -5.3327 0.5907 -0.3637 1.0332 0.33
B -0.0494 5.6734 1.6115 0.1916 -0.2278 1.0853 -0.06
F 0.1458 6.8867 2.2835 0.1902 0.3368 -0.3045 -0.12
F 0.9220 4.7464 2.0577 0.1690 -0.2260 -0.1737 -0.13
F -1.3059 5.1768 1.9352 -0.4819 0.0077 -0.1160 -0.28
F 0.0730 5.8231 0.2259 0.0321 0.0651 -0.5015 -0.30
B 3.9228 -1.1863 -2.1018 0.2606 -0.4431 -0.0888 0.25
F 3.0439 -1.5626 -1.0601 -0.5183 0.3646 -0.0210 -0.07
F 4.6088 -2.4027 -2.4067 -0.0088 0.7747 -0.2525 -0.48
F 3.2383 -0.6709 -3.2382 -0.1494 -0.4764 0.2884 -0.36
F 4.7624 -0.1641 -1.6490 0.2787 -0.2618 0.1203 -0.36
B 1.5328 -1.9349 4.1047 -0.4090 0.2147 -0.3953 -0.47
F 0.6175 -2.6320 3.2670 -0.1495 -0.3908 0.4912 -0.36
F 0.8481 -1.1512 5.0100 -0.5797 0.2743 0.4599 -0.18
F 2.3544 -2.8103 4.8288 0.2511 -0.5589 -0.1271 -0.30
F 2.2866 -1.1476 3.2669 0.7857 0.6377 -0.5475 -0.21
B -4.0987 -1.4521 -2.6749 0.7957 -0.0296 -0.3970 0.02
F -5.4438 -1.7026 -2.8542 -1.3516 -0.4144 0.0715 -0.09
F -3.6557 -0.7471 -3.7926 0.4888 0.1785 -0.8921 -0.43
F -3.8717 -0.6667 -1.5731 0.0309 0.2926 1.1964 -0.35
F -3.3768 -2.6576 -2.5447 0.0293 -0.3203 -0.0017 -0.05
```
Forces are in eV/Å.

Output
DFT total energy = -7256.65891 hartree
Total charge = +4